73
Properties=species:S:1:pos:R:3:lowdin_charge:R:1 method="wB97M-V/def2-TZVPD" energy_ev=-42579.87820 smiles="CCB(O)[C@@H](OC=O)c1ccccc1.COCCOCCOC.COCCOCCOC"
C -7.948 -3.059 -4.251 -0.0906
C -6.468 -2.612 -4.287 -0.1317
B -6.234 -1.188 -3.672 -0.4017
O -6.019 -0.091 -4.492 0.1376
C -6.205 -0.937 -2.082 -0.1575
O -7.581 -1.133 -1.641 -0.0334
C -8.124 -0.084 -0.983 -0.3333
O -8.630 -0.178 0.094 0.1151
C -5.296 -1.905 -1.371 -0.1794
C -5.704 -2.659 -0.277 -0.0082
C -4.818 -3.551 0.321 -0.0707
C -3.524 -3.693 -0.163 -0.0876
C -3.108 -2.935 -1.254 -0.0792
C -3.994 -2.050 -1.851 -0.0504
H -8.025 -4.145 -4.277 0.0714
H -8.461 -2.716 -3.356 0.0609
H -8.482 -2.684 -5.125 0.0726
H -6.115 -2.586 -5.320 0.1020
H -5.858 -3.353 -3.764 0.1035
H -6.779 0.208 -4.997 0.1113
H -5.887 0.083 -1.846 0.1509
H -8.114 0.867 -1.539 0.1544
H -6.706 -2.561 0.117 0.1155
H -5.160 -4.139 1.162 0.1032
H -2.841 -4.386 0.310 0.1004
H -2.100 -3.049 -1.630 0.1077
H -3.663 -1.468 -2.706 0.1176
C -1.414 0.063 0.488 -0.1036
O -0.540 -0.058 -0.613 -0.1968
C -0.955 0.681 -1.746 -0.2030
C 0.225 1.166 -2.555 -0.1834
O 0.947 2.228 -1.959 -0.1178
C 1.796 1.930 -0.866 -0.1853
C 3.078 1.223 -1.237 -0.2041
O 2.845 -0.138 -1.555 -0.1974
C 3.726 -0.647 -2.530 -0.1120
H -2.355 -0.468 0.306 0.0766
H -0.919 -0.382 1.350 0.0889
H -1.631 1.113 0.712 0.0893
H -1.562 1.542 -1.442 0.1274
H -1.571 0.037 -2.391 0.1164
H -0.175 1.587 -3.480 0.1289
H 0.880 0.333 -2.822 0.1216
H 1.267 1.383 -0.083 0.1197
H 2.078 2.904 -0.460 0.1295
H 3.757 1.263 -0.375 0.1038
H 3.549 1.742 -2.080 0.1291
H 3.739 -0.013 -3.424 0.0878
H 3.367 -1.636 -2.808 0.0876
H 4.748 -0.737 -2.144 0.0894
C 3.570 0.162 2.604 -0.0996
O 4.781 0.884 2.674 -0.1918
C 4.632 2.268 2.411 -0.2076
C 5.620 3.090 3.205 -0.1849
O 5.328 3.186 4.587 -0.1205
C 5.591 2.064 5.410 -0.1860
C 7.054 1.828 5.701 -0.2064
O 7.727 1.287 4.578 -0.1958
C 9.078 1.675 4.492 -0.1155
H 3.223 0.053 1.571 0.0755
H 3.754 -0.830 3.013 0.0898
H 2.789 0.647 3.201 0.0905
H 3.613 2.597 2.647 0.1271
H 4.820 2.445 1.343 0.1160
H 5.549 4.116 2.835 0.1289
H 6.640 2.742 3.030 0.1218
H 5.122 1.158 5.019 0.1213
H 5.113 2.304 6.362 0.1281
H 7.128 1.121 6.539 0.1278
H 7.516 2.774 6.006 0.1255
H 9.184 2.764 4.549 0.0874
H 9.452 1.337 3.528 0.0874
H 9.681 1.219 5.286 0.0879

62
Properties=species:S:1:pos:R:3:lowdin_charge:R:1 method="wB97M-V/def2-TZVPD" e_above_lowest_kcal_mol=87.4
Ru -0.044 -0.856 1.123 1.3608
C 3.660 4.104 -3.867 -0.0463
C 3.125 3.493 -2.608 -0.2628
C 1.980 2.706 -2.606 -0.0169
C 1.512 2.128 -1.436 -0.0715
C 2.207 2.337 -0.262 -0.2851
C 3.338 3.131 -0.234 -0.0425
C 3.790 3.712 -1.404 -0.0255
S 1.733 1.584 1.288 0.6451
O 2.331 0.297 1.520 -0.3181
O 1.920 2.581 2.310 -0.2807
N 0.135 1.182 1.153 -0.2364
C -0.867 2.026 0.883 -0.2765
C -0.816 3.412 1.034 0.0009
C -1.952 4.175 0.779 -0.0639
C -3.126 3.604 0.340 -0.0359
C -3.212 2.213 0.131 -0.1486
C -4.362 1.542 -0.336 0.0142
C -4.315 0.186 -0.527 -0.0116
C -3.127 -0.513 -0.254 -0.0733
N -2.056 0.090 0.199 0.0849
C -2.074 1.417 0.403 -0.1485
H 3.074 3.815 -4.733 0.0744
H 4.690 3.789 -4.028 0.0843
H 3.659 5.190 -3.784 0.0845
H 1.455 2.522 -3.532 0.1152
H 0.636 1.497 -1.450 0.0986
H 3.847 3.283 0.705 0.1180
H 4.679 4.327 -1.394 0.1180
H 0.091 3.866 1.401 0.1053
H -1.913 5.240 0.943 0.1089
H -3.995 4.213 0.149 0.1098
H -5.265 2.105 -0.524 0.1220
H -5.172 -0.357 -0.891 0.1145
H -3.082 -1.584 -0.388 0.1123
N -0.665 -0.828 4.161 0.2377
C -0.331 -0.907 3.052 -0.1391
H -1.137 -0.867 5.039 0.1174
C 1.972 -2.188 -2.510 -0.0996
S 1.937 -1.234 -0.970 0.4557
O 2.908 -0.190 -1.137 -0.2774
O 0.527 -0.733 -0.915 -0.4616
O 2.157 -2.185 0.115 -0.3145
H 1.668 -1.523 -3.309 0.0653
H 1.296 -3.025 -2.405 0.0495
H 2.987 -2.529 -2.665 0.0671
Br -0.505 -7.479 1.043 0.8078
C -0.252 -5.615 1.068 -0.6598
C 0.416 -5.041 2.141 -0.0983
C 0.688 -3.687 2.114 -0.0561
C 0.225 -2.908 1.055 -0.2286
C -0.396 -3.510 -0.039 -0.0765
C -0.665 -4.865 -0.024 -0.0972
H 0.724 -5.645 2.982 0.1137
H 1.242 -3.233 2.924 0.1193
H -0.696 -2.913 -0.894 0.1138
H -1.189 -5.339 -0.842 0.1176
F -4.302 -2.955 2.576 0.1657
B -3.111 -3.245 1.989 -1.3431
F -2.390 -4.169 2.695 0.1609
F -3.268 -3.629 0.679 0.1377
F -2.324 -2.016 1.973 -0.0053

24
Properties=species:S:1:pos:R:3:mulliken_spin:R:1 method="wB97M-V/def2-TZVPD" e_above_lowest_kcal_mol=1.7 charge=-1 multiplicity=2 s2=0.7504
C -0.325 -2.502 -1.222 0.8875
N 2.075 -2.597 0.278 1.1694
C 1.878 -1.815 -0.831 1.6904
N 0.875 -1.783 -1.623 -0.6782
H -0.592 -3.254 -1.968 -0.1803
H -1.154 -1.787 -1.145 -0.0119
H -0.296 -3.012 -0.253 -0.1745
H 1.571 -3.465 0.385 -0.4972
H 3.014 -2.559 0.681 -1.0857
H 2.720 -1.143 -0.971 -0.0221
C -1.415 2.825 1.069 0.1459
C -1.055 1.498 0.427 -0.1584
C -0.408 1.698 -0.945 0.1164
C -0.130 0.685 1.323 -0.2550
H -1.885 2.677 2.042 -0.0088
H -0.533 3.462 1.195 -0.0217
H -2.079 3.437 0.449 -0.0016
H -1.961 0.894 0.304 -0.1148
H -0.114 0.739 -1.368 0.0234
H 0.460 2.354 -0.813 -0.0584
H -1.062 2.240 -1.633 -0.0146
H -0.560 0.430 2.291 -0.2019
H 0.162 -0.237 0.820 0.4942
H 0.812 1.215 1.507 -0.0421

80
Properties=species:S:1:pos:R:3:lowdin_charge:R:1 method="wB97M-V/def2-TZVPD" energy_ev=-206418.68540
H -4.350 2.783 -0.411 0.0426
N -3.422 2.396 -0.230 0.1673
C -3.114 2.520 0.991 -0.4220
C -3.962 3.168 2.045 -0.0481
C -1.751 2.048 1.453 -0.0883
C -1.202 0.861 0.725 -0.0975
C -0.036 0.824 0.066 -0.0827
C 0.897 2.002 -0.013 -0.1176
C 1.595 2.253 1.352 -0.1586
C 3.121 2.061 1.440 -0.4005
C 3.648 0.823 0.686 -0.0707
C 3.873 3.351 1.062 -0.0699
C 0.341 -0.474 -0.573 -0.3291
O 0.896 -0.543 -1.654 0.0025
C -0.048 -1.694 0.168 0.0757
C -1.174 -1.672 0.876 -0.1447
C -1.678 -2.772 1.744 -0.1351
C -1.365 -2.417 3.220 -0.2420
C -0.005 -2.958 3.687 -0.1159
C -1.987 -0.408 0.837 -0.2805
O -3.193 -0.458 0.947 0.1344
H -4.026 2.541 2.937 0.0825
H -3.522 4.122 2.351 0.0882
H -4.975 3.332 1.683 0.0150
H -1.081 2.910 1.389 0.1181
H -1.800 1.785 2.516 0.1057
H 1.597 1.945 -0.850 0.0581
H 0.281 2.873 -0.251 0.1173
H 1.140 1.607 2.108 0.1088
H 1.361 3.276 1.663 0.1087
H 3.319 1.877 2.499 0.1183
H 4.276 1.102 -0.157 0.0474
H 4.268 0.213 1.346 0.0772
H 2.853 0.177 0.313 0.0487
H 3.276 3.964 0.382 0.0756
H 4.046 3.964 1.950 0.0721
H 4.836 3.141 0.597 0.0709
H 0.592 -2.568 0.111 0.1224
H -1.163 -3.695 1.474 0.0903
H -2.753 -2.897 1.611 0.1172
H -1.310 -1.329 3.291 0.0388
H -2.176 -2.723 3.881 0.0874
H -0.055 -3.309 4.719 0.0707
H 0.758 -2.177 3.654 0.0683
H 0.352 -3.772 3.060 -0.0029
Cl 3.228 1.814 -2.904 0.5657
C 4.112 0.986 -4.186 -1.0661
Cl 5.867 1.205 -4.045 0.5034
H 3.889 -0.070 -4.101 -0.0461
H 3.789 1.370 -5.141 -0.0494
Cl 2.476 0.162 -6.884 0.5478
C 1.252 -1.084 -6.580 -0.9978
Cl 1.107 -1.412 -4.848 0.5434
H 0.304 -0.713 -6.951 -0.0498
H 1.553 -1.988 -7.097 0.0282
Cl 3.443 -1.833 -2.089 0.5720
C 5.032 -2.541 -2.389 -1.0006
Cl 6.274 -1.897 -1.303 0.5005
H 4.969 -3.611 -2.231 0.0205
H 5.326 -2.316 -3.408 0.0223
Cl -0.694 0.498 5.136 0.5499
C -1.966 0.467 6.368 -1.0016
Cl -3.228 -0.716 6.022 0.5303
H -1.507 0.217 7.316 0.0244
H -2.422 1.449 6.401 0.0226
Cl -1.166 -0.584 -10.476 0.5047
C -1.996 0.590 -9.448 -1.0099
Cl -0.956 1.193 -8.150 0.5437
H -2.296 1.432 -10.059 0.0234
H -2.854 0.105 -8.999 0.0248
Cl -7.142 2.031 0.881 0.5444
C -8.557 2.054 1.939 -1.0153
Cl -8.111 2.157 3.648 0.5007
H -9.156 2.921 1.691 0.0229
H -9.110 1.136 1.785 0.0237
Cl 0.952 -5.967 0.855 0.5148
C 2.392 -6.290 1.832 -1.0062
Cl 2.255 -5.637 3.468 0.5394
H 2.526 -7.362 1.900 0.0228
H 3.240 -5.819 1.350 0.0227

66
Properties=species:S:1:pos:R:3:lowdin_charge:R:1 method="wB97M-V/def2-TZVPD" e_above_lowest_kcal_mol=2.2 smiles="CCCC[C@H](CO[C@H](CCC)CC(=O)I)OC.Fc1ccccc1.Fc1ccccc1"
C 3.093 6.325 -0.716 -0.1010
C 1.917 7.283 -0.473 -0.2538
C 0.781 6.697 0.358 -0.2113
C 0.030 5.573 -0.366 -0.1397
C -1.052 4.896 0.493 -0.2991
C -0.895 3.378 0.607 -0.1207
O -0.493 3.017 1.918 -0.0929
C 0.744 2.344 2.025 -0.3674
C 0.715 0.922 1.481 -0.1547
C 2.098 0.298 1.309 -0.2484
C 1.985 -1.096 0.681 -0.1043
C 1.040 2.341 3.519 -0.1627
C 1.234 3.744 4.019 -0.8069
O 1.740 4.634 3.426 0.0312
I 0.532 4.050 6.056 0.7619
O -2.357 5.107 -0.054 -0.1634
C -2.836 6.417 0.120 -0.1027
H 3.915 6.533 -0.035 0.0677
H 3.479 6.427 -1.729 0.0665
H 2.823 5.280 -0.581 0.0549
H 1.514 7.620 -1.428 0.1023
H 2.304 8.163 0.038 0.1008
H 1.150 6.325 1.314 0.1064
H 0.063 7.497 0.549 0.1046
H -0.438 5.966 -1.270 0.1248
H 0.764 4.840 -0.698 0.0963
H -1.017 5.327 1.497 0.1495
H -0.180 3.029 -0.137 0.1203
H -1.857 2.918 0.387 0.1356
H 1.541 2.908 1.527 0.1522
H 0.133 0.290 2.156 0.1290
H 0.220 0.896 0.510 0.1179
H 2.581 0.184 2.279 0.1021
H 2.716 0.932 0.673 0.1119
H 1.251 -1.667 1.246 0.0538
H 2.933 -1.626 0.687 0.0726
H 1.614 -1.016 -0.340 0.0748
H 0.194 1.894 4.037 0.1021
H 1.921 1.747 3.755 0.1301
H -2.107 7.171 -0.182 0.0768
H -3.721 6.536 -0.501 0.0895
H -3.122 6.601 1.160 0.0934
F -0.380 -3.422 1.603 0.0439
C 0.110 -4.568 1.083 -0.2898
C 0.156 -4.712 -0.288 -0.0229
C 0.660 -5.892 -0.816 -0.0972
C 1.103 -6.903 0.025 -0.0910
C 1.045 -6.732 1.401 -0.0783
C 0.548 -5.555 1.942 -0.0154
H -0.199 -3.911 -0.925 0.1184
H 0.705 -6.022 -1.889 0.1055
H 1.487 -7.823 -0.392 0.1037
H 1.386 -7.519 2.060 0.1055
H 0.496 -5.399 3.011 0.1177
F -1.114 -8.717 -2.059 0.0529
C -1.981 -8.200 -2.954 -0.2835
C -2.281 -6.855 -2.891 -0.0161
C -3.170 -6.329 -3.818 -0.0805
C -3.743 -7.147 -4.782 -0.0972
C -3.425 -8.497 -4.821 -0.0842
C -2.535 -9.035 -3.903 -0.0174
H -1.828 -6.238 -2.128 0.0992
H -3.414 -5.276 -3.786 0.1049
H -4.436 -6.732 -5.501 0.1005
H -3.871 -9.138 -5.570 0.1043
H -2.270 -10.084 -3.917 0.1171